Below is a cluster of 2 separate species, C6H6Cl2N2 in total, with properties calculated with the ωB97M-V functional and the def2-TZVPD basis.

## Properties
- gap between HOMO and LUMO (alpha / beta) (eV) = 7.60 / 7.55
- net charge = 0
- highest occupied orbital energy (alpha / beta) (eV) = -9.1 / -9.1
- relative energy (zero: lowest compared OMol25 entry of this formula, charge and spin) (kJ/mol) = 186.0

The geometry in XYZ format:
```
16
Properties=species:S:1:pos:R:3:forces:R:3:mulliken_charge:R:1
C 0.955 0.712 0.411 -1.45 -3.35 0.26 0.4388
C -1.093 -0.322 -0.461 1.41 -0.40 2.11 0.4847
H -1.765 1.591 -0.457 -0.71 2.40 2.36 0.4027
C -1.639 0.850 -1.128 3.09 -0.76 -4.00 -1.1965
C 1.029 1.549 -0.659 0.58 1.90 -0.92 0.3535
C 0.450 1.013 1.755 -1.39 -0.79 0.95 -1.1389
H -0.843 1.289 -1.889 -1.82 -1.11 1.18 0.3071
N 0.260 -2.326 -1.415 -1.31 1.49 0.76 -0.4284
Cl 2.049 -0.611 0.325 0.53 0.10 0.13 -0.0993
H -0.554 1.560 1.700 1.75 -0.32 0.32 0.2623
N 1.085 2.310 -1.524 -0.01 0.03 -0.22 -0.4716
Cl -1.960 -0.642 1.068 0.32 -0.41 -0.88 -0.1392
H 1.274 1.508 2.276 -0.51 0.36 0.37 0.3682
H -2.533 0.651 -1.641 -1.32 -0.27 -0.81 0.3539
C -0.414 -1.460 -1.004 0.38 -0.60 -0.75 0.1903
H 0.236 0.009 2.293 0.45 1.72 -0.85 0.3123
```
Forces are in eV/Å.

=====

Below is an isolated molecule of C6H6Cl2N2O2, with properties calculated with the ωB97M-V functional and the def2-TZVPD basis.

## Properties
- SMILES = N[C@@H]1C(Cl)=CC=C[C@@]1(Cl)[N+](=O)[O-]
- gap between HOMO and LUMO (eV) = 9.03
- net charge = 0
- highest occupied orbital energy (eV) = -9.1
- relative energy (zero: lowest compared OMol25 entry of this formula, charge and spin) (kJ/mol) = 146.1

The geometry in XYZ format:
```
18
Properties=species:S:1:pos:R:3:forces:R:3:mulliken_charge:R:1
C 0.177 0.404 -1.003 -1.52 0.46 1.61 -0.1473
H 0.565 -1.810 2.230 0.88 -1.27 1.86 0.4863
H -1.492 -1.538 1.273 -2.63 -2.47 1.42 0.4433
O -2.732 1.065 0.990 -4.01 -0.21 1.03 -0.6217
C -0.684 -1.054 0.936 -0.60 1.07 -1.95 -1.0348
C -1.113 -0.124 -0.134 2.47 0.49 -1.46 0.6656
H 1.451 -0.049 -2.490 -1.71 -1.11 0.31 0.3303
N 0.601 -0.501 -2.040 0.95 0.70 -0.57 -0.5370
O -0.802 1.860 0.952 1.63 1.64 0.40 -0.5621
C 0.476 -1.107 1.488 1.81 2.32 -1.01 -0.4250
Cl -2.432 -0.825 -1.065 0.32 0.15 -0.29 -0.1565
H -0.132 -0.797 -2.689 0.48 0.56 0.12 0.2600
Cl 2.568 1.565 -0.596 0.63 0.70 -0.45 -0.1925
H 2.382 -0.037 1.689 0.54 0.28 0.17 0.5204
H -0.061 1.481 -1.232 -0.02 -1.02 -0.52 0.3037
N -1.621 1.052 0.648 1.47 -0.29 -1.05 1.0434
C 1.509 -0.111 1.083 -0.64 -2.28 1.08 -0.4207
C 1.340 0.527 -0.039 -0.05 0.26 -0.69 0.0446
```
Forces are in eV/Å.

=====

Below is an isolated molecule of C6H6Cl2N2O2, with properties calculated with the ωB97M-V functional and the def2-TZVPD basis.

## Properties
- SMILES = C=C/C=C\C=C(/N(Cl)Cl)[N+](=O)[O-]
- gap between HOMO and LUMO (eV) = 8.41
- net charge = 0
- highest occupied orbital energy (eV) = -9.2
- relative energy (zero: lowest compared OMol25 entry of this formula, charge and spin) (kJ/mol) = 522.7

The geometry in XYZ format:
```
18
Properties=species:S:1:pos:R:3:forces:R:3:mulliken_charge:R:1
N 0.713 0.445 1.732 -0.22 0.30 0.45 -0.0755
C -0.035 -1.307 0.102 0.54 2.61 1.43 -0.3121
O -2.407 -1.172 1.363 2.43 0.23 -0.30 -0.6241
Cl 0.178 2.053 2.113 0.43 -0.25 -0.07 -0.0197
C 0.989 -0.367 -1.894 -1.46 1.86 0.69 -0.3593
C -0.383 1.523 -0.940 -1.96 0.84 -1.78 -0.5940
Cl 2.369 0.341 1.311 -0.63 0.14 0.09 -0.0101
H -0.817 -2.031 0.119 -0.26 -0.71 -0.48 0.4131
H -0.901 0.361 -2.637 -0.34 0.14 0.44 0.3040
C -0.210 -0.400 1.116 1.74 -2.36 -1.87 0.2533
H 1.707 -0.219 -2.634 1.15 -0.10 -1.16 0.4853
C 1.060 -1.218 -0.915 0.67 -3.11 3.19 -0.4603
H 1.863 -1.973 -0.573 -0.85 1.24 -1.57 0.3652
N -1.398 -0.598 1.873 -4.66 -0.85 -0.66 0.9869
C -0.190 0.564 -1.835 0.37 -0.09 -1.10 -0.4405
H -1.335 2.108 -0.910 0.74 -0.66 -0.33 0.2168
O -1.537 -0.079 2.931 1.07 0.91 2.12 -0.5749
H 0.333 1.966 -0.322 1.24 -0.15 0.93 0.4459
```
Forces are in eV/Å.